# 1
Computed, not measured: a structure of composition C13H11IN4OPtS, with ωB97M-V with the def2-TZVPD basis set.

Its total charge is 0.

Last column: Mulliken charge in e.
Cartesian coordinates (Å):
Pt -0.98855 -0.34779 0.20413  0.69
I 1.81743 0.60178 0.94211  0.06
S -1.94566 -2.65665 0.28988  -0.53
O -1.33713 1.37145 -0.92090  -0.94
N -0.41369 -1.07985 -1.78660  0.50
N -0.48450 -0.57600 2.33093  -0.39
N -1.34489 -4.44813 -1.52314  -0.42
N -0.56515 -2.37825 -2.04241  -1.12
C 1.17482 0.13523 3.90714  -0.52
C 0.78712 3.84220 -2.41384  -0.40
C -0.38396 1.85455 -1.64612  0.81
C 0.69379 -0.01850 2.62744  0.37
C -1.23504 -1.02187 3.34754  0.00
C 1.71720 3.05729 -3.09502  -0.64
C 1.57234 1.69248 -3.09710  -0.59
C -1.22359 -3.13516 -1.21640  0.61
C 0.38113 -0.30500 4.95979  -0.22
C 0.53523 1.05593 -2.39709  0.49
C -0.23768 3.25885 -1.71511  -0.53
C -0.84348 -0.89593 4.66536  -0.68
C 0.41020 -0.36554 -2.48161  -0.39
H -0.96018 3.84977 -1.17141  0.40
H 0.87925 4.91863 -2.42067  0.37
H -1.47651 -1.27174 5.45384  0.38
H -2.00054 -5.00357 -1.00025  0.18
H 2.53788 3.51952 -3.62138  0.40
H 0.71933 -0.20002 5.97827  0.40
H -1.09681 -4.73700 -2.45534  0.25
H -2.16339 -1.50576 3.07066  0.39
H 2.28286 1.07993 -3.63321  0.34
H 1.04792 -0.86392 -3.21238  0.38
H 2.14425 0.57305 4.07290  0.38

# 2
Computed, not measured: the molecule C13H11NO, with ωB97M-V with the def2-TZVPD basis set.

Its total charge is 0.

Last column: Mulliken charge in e.
Cartesian coordinates (Å):
O 0.19235 2.69607 1.17589  -0.63
N 1.07370 1.62245 -0.50911  -0.15
C 3.17240 0.14904 -0.66857  -0.48
C -2.41319 1.42815 -0.26218  -0.94
C -1.92674 -1.28286 -0.19684  -0.47
C 0.09171 1.83538 0.33494  -0.01
C -3.37390 0.55184 -0.58052  -0.37
C 0.81912 -0.88898 1.92812  -1.53
C -1.10263 0.95860 0.03900  1.04
C -3.15852 -0.85936 -0.59049  -0.92
C 1.17957 -1.16810 -0.56526  -0.17
C 2.28761 1.39665 -0.77645  -0.12
C 2.65972 -1.07021 -0.55330  -0.64
C -0.88519 -0.42683 0.15594  0.81
C 0.41894 -0.88998 0.50326  0.08
H 0.27940 -0.11719 2.45799  0.40
H -3.85258 -1.51077 -0.95614  0.52
H 4.23871 0.29668 -0.70055  0.39
H 1.81099 -0.62007 2.12203  0.47
H 2.62362 1.96470 -1.57960  0.41
H -1.73901 -2.26252 0.02194  0.53
H 0.67475 -1.92849 2.32921  0.28
H -4.40491 0.85028 -0.57168  0.36
H -2.67749 2.45500 -0.49546  0.39
H 0.68816 -1.33658 -1.59712  0.24
H 3.32340 -1.84289 -0.46504  0.50

# 3
Computed, not measured: a cluster of 3 separate species, C13H12BClF16NO4 in total, with ωB97M-V with the def2-TZVPD basis set.

Its total charge is -1.

Last column: Mulliken charge in e.
Cartesian coordinates (Å):
Cl -0.04497 -4.34354 3.29709  -0.22
F 0.79130 4.88076 -2.80080  -0.29
F 2.03381 3.36791 -1.85993  -0.30
F -1.16304 -0.79959 3.68973  -0.29
F 0.96391 0.99322 3.31433  -0.30
F -0.56770 1.12694 1.80221  -0.29
F 0.94687 -0.23212 -2.18525  -0.36
F -0.87022 2.77266 -3.78399  -0.25
F -0.93122 5.10413 -4.85315  -0.20
F -0.64652 -1.77262 1.81971  -0.22
F 0.63328 -1.64056 -0.56385  -0.31
F 1.29594 4.06557 -7.38892  -0.30
F 0.36632 2.75724 -5.94875  -0.27
F -0.64912 2.85571 -1.63047  -0.28
F -1.75937 -0.22164 0.10547  -0.24
F -1.40834 4.62542 -6.91904  -0.26
F -1.68769 -1.00496 -1.90881  -0.32
O 1.78055 4.36206 -5.26698  -0.41
O 1.39911 0.14439 1.33414  -0.44
O 1.09485 -3.62819 5.48906  -0.50
O -3.29958 -4.08822 7.01015  -0.55
N -2.81853 -6.28721 6.35358  -0.58
C 2.06083 3.46593 -4.19309  -0.92
C 0.33405 -4.44730 5.07916  0.53
C 0.02884 2.63002 -2.79046  0.34
C -0.15224 -1.01104 2.81710  0.25
C 0.75370 4.02924 -6.15111  0.80
C -0.24062 -5.53803 6.03045  -0.60
C 1.20310 3.59799 -2.91893  0.91
C -1.11478 -0.10360 -1.06621  0.58
C 0.39374 0.31879 2.29224  0.70
C -0.41101 5.02079 -6.09356  0.20
C 0.38635 -0.37042 -0.93678  0.80
C -3.16365 -5.14404 6.50217  0.69
C 1.14985 0.58802 0.00493  -0.73
B -1.52827 -6.40458 5.46189  0.20
H -1.83908 -6.15492 4.33255  -0.19
H -0.43431 -5.06164 7.02922  0.25
H 0.63158 -1.58086 3.32336  0.29
H 2.14745 0.69066 -0.42686  0.43
H -1.19513 -7.57279 5.46425  -0.21
H 2.12972 2.43245 -4.53693  0.37
H 3.07646 3.72750 -3.89267  0.47
H 0.60833 -6.25218 6.21457  0.20
H 0.36994 1.59499 -2.77746  0.10
H 0.73418 1.59659 -0.01100  0.44
H -0.08190 6.01871 -6.39256  0.24
H -1.30678 0.89232 -1.46982  0.03

# 4
Computed, not measured: a structure of composition C13H12BF2O5RuS6, with ωB97M-V with the def2-TZVPD basis set.

Its total charge is -1.

Last column: Mulliken charge in e.
Cartesian coordinates (Å):
Ru -1.84662 -2.33038 -0.15477  0.62
S -3.67565 -3.00494 -1.55144  -0.40
S -0.22801 -1.85878 1.47343  -0.49
S 2.60711 -0.87189 1.07790  -0.15
S -0.17035 -2.77717 -1.64728  -0.35
S 2.64172 -1.64275 -1.74847  -0.18
S -3.42792 -4.72008 -0.41160  1.02
F -3.89406 -1.98270 1.03179  -0.29
F -5.97533 -2.42373 0.16585  -0.25
O -1.64333 -0.29026 -0.62906  -0.79
O -4.52176 -4.25413 0.60449  -0.38
O -2.10702 -4.54773 0.18525  -0.48
O -3.75554 -5.99366 -0.95559  -0.56
O 4.60598 -0.33636 -0.55700  -0.66
C -0.40042 1.89611 2.64001  -1.86
C 2.22073 2.83775 0.08137  0.73
C -1.27732 0.44851 0.29528  -0.49
C 1.18331 -2.01217 -0.84650  0.25
C 0.06968 0.90790 -2.35936  -1.25
C -0.16785 1.38475 0.15528  0.90
C 0.29922 2.03268 1.31344  1.38
C 1.47942 2.75774 1.25249  -0.89
C 0.54018 1.50376 -1.06198  0.70
C 1.16764 -1.64595 0.44586  0.02
C 3.51967 -0.85122 -0.43040  0.63
C 3.56118 3.51494 0.05172  -1.56
C 1.72252 2.22887 -1.06349  -0.81
B -4.69042 -2.81859 0.23597  0.62
H -0.41449 0.85151 2.96092  0.34
H -0.94629 1.23662 -2.58724  0.33
H 4.34404 2.77053 -0.11139  0.29
H 1.85460 3.23145 2.15320  0.22
H 3.76763 4.02876 0.99036  0.37
H 0.03561 -0.18135 -2.33148  0.14
H -1.81001 0.42868 1.24847  0.50
H 3.62026 4.24118 -0.76089  0.35
H -1.43273 2.24835 2.59820  0.39
H 0.12276 2.47757 3.39809  0.37
H 2.29065 2.29113 -1.98571  0.31
H 0.73119 1.22503 -3.16570  0.37

# 5
Computed, not measured: the molecule C13H12BNO2, with ωB97M-V with the def2-TZVPD basis set.

Its total charge is 0.

Last column: Mulliken charge in e.
Cartesian coordinates (Å):
O -3.00552 0.19163 -2.27628  -0.57
O -2.09306 -1.72366 -3.65418  -0.43
N 1.32997 -0.28612 1.36620  -0.17
C 0.74432 -2.73486 -1.40504  -1.02
C 0.75084 -0.97883 0.26983  0.53
C 0.28554 3.58683 2.66699  -0.54
C -0.34904 -2.17793 -2.04103  0.48
C 1.00658 1.36269 3.18838  -0.47
C 1.09310 1.04989 1.81830  0.33
C -0.85318 -0.99543 -1.55019  -0.43
C 0.47098 3.30937 1.29558  -0.58
C 1.22563 -2.18933 -0.23293  -0.50
C -1.09398 -2.67079 -3.24833  -0.43
C 0.87073 2.07082 0.88589  -0.26
C -0.30839 -0.40944 -0.41287  -0.61
C 0.58204 2.59655 3.60704  -0.53
B -2.06046 -0.78134 -2.57645  0.60
H -1.58830 -3.62289 -2.97804  0.23
H -0.80281 0.42829 0.01798  0.76
H 0.04560 4.57263 2.97291  0.40
H 0.16477 3.98089 0.51217  0.36
H 1.10670 -3.66242 -1.82052  0.42
H 1.98211 -2.70458 0.31730  0.37
H 1.19697 0.57981 3.90532  0.32
H -0.44971 -2.85237 -4.12342  0.30
H 1.03682 1.86352 -0.15707  0.52
H 0.46894 2.78177 4.64618  0.39
H -3.63383 0.27432 -3.00662  0.29
H 1.87665 -0.85903 2.01289  0.24

# 6
Computed, not measured: the molecule C13H12BrP, with ωB97M-V with the def2-TZVPD basis set.

Its total charge is 0.

Last column: Mulliken charge in e.
Cartesian coordinates (Å):
Br 4.27786 3.20817 1.35389  -0.23
P 2.02886 3.19920 0.89733  0.07
C 0.46401 1.03217 -0.88625  -0.56
C -0.03891 -1.21299 1.89064  -0.05
C 1.32562 1.55258 1.11128  0.52
C 2.41612 -0.27231 -0.00805  -0.56
C -0.56981 -2.53122 1.99408  -0.56
C -1.99799 -0.44060 0.52740  0.42
C 0.04492 1.10242 0.55172  -0.71
C -0.63791 -0.25951 1.02930  0.69
C 1.56210 0.26318 -1.13981  -0.27
C -1.72233 -2.83616 1.29190  -0.66
C -2.44809 -1.79380 0.67502  -0.45
C -2.77673 0.55299 -0.32189  -1.30
C 2.36137 0.47951 1.08217  -1.04
H 3.32559 -0.80676 -0.20929  0.47
H 1.94424 0.00471 -2.12907  0.42
H -3.48243 -2.20101 0.40449  0.22
H -3.28554 -0.18586 -0.97427  0.44
H -0.19814 1.51769 -1.62514  0.33
H -2.31756 -3.78769 1.40790  0.26
H -0.72899 1.84782 0.65250  0.72
H 0.91354 -1.12090 2.40132  0.39
H -0.20894 -3.16490 2.78587  0.37
H -3.51179 1.05862 0.28411  0.27
H -2.07378 1.18676 -0.78819  0.26
H 3.06680 0.56308 1.93038  0.52

| no. | E_HOMO (eV) | Kohn-Sham gap (eV) | energy (a.u.) |
| --- | --- | --- | --- |
| 1 | -7.22 | 6.489 | -1611.39811 |
| 2 | -8.75 | 8.660 | -631.83811 |
| 3 | -4.92 | 6.577 | -2941.26776 |
| 4 | -3.87 | 6.079 | -3587.71034 |
| 5 | -7.62 | 8.275 | -732.76113 |
| 6 | -8.57 | 7.800 | -3417.81127 |